# 1
{"formula": "C6H9N", "method": "wB97M-V/def2-TZVPD", "symbols": ["C", "C", "N", "C", "C", "C", "C", "H", "H", "H", "H", "H", "H", "H", "H", "H"], "xyz": [[-1.259, -0.663, 1.278], [-0.337, -1.247, 0.323], [-1.564, -0.959, -0.393], [-0.970, 0.174, -1.133], [0.276, 0.036, -0.271], [1.021, 1.147, 0.392], [1.699, 0.221, -0.585], [-0.763, 0.117, 1.886], [-2.235, -0.925, 1.621], [0.181, -2.204, 0.354], [-1.645, 1.029, -1.050], [-0.752, 0.016, -2.201], [1.266, 1.089, 1.451], [0.786, 2.156, 0.054], [1.966, 0.563, -1.576], [2.331, -0.548, -0.151]], "lowdin_charge": [0.001, -0.287, 0.042, -0.130, -0.420, -0.080, -0.080, 0.094, 0.075, 0.136, 0.111, 0.117, 0.102, 0.109, 0.103, 0.107], "smiles": "C1[C@H]2N1CC21CC1", "e_above_lowest_kcal_mol": 112.4, "charge": 0, "lumo_ev": 1.04}

# 2
{"formula": "C5H8N2O", "method": "wB97M-V/def2-TZVPD", "symbols": ["C", "C", "C", "C", "C", "N", "N", "O", "H", "H", "H", "H", "H", "H", "H", "H"], "xyz": [[-0.586, -1.334, -0.495], [-1.561, -0.499, -0.157], [-0.915, 1.904, -0.145], [0.735, -1.291, -0.153], [1.467, -0.452, 0.890], [-1.688, 0.876, -0.024], [2.386, 0.529, 0.238], [3.122, 0.495, -0.627], [-0.975, -2.219, -1.045], [-2.501, -1.083, -0.213], [-1.249, 3.006, -0.237], [1.422, -1.898, -0.800], [0.093, 1.693, -0.498], [0.929, 0.254, 1.581], [1.976, -1.154, 1.572], [-2.655, 1.172, 0.113]], "lowdin_charge": [-0.053, -0.013, 0.204, 0.024, -0.067, 0.085, 0.145, 0.351, 0.176, 0.173, 0.184, 0.160, 0.099, 0.156, 0.180, 0.196], "e_above_lowest_kcal_mol": 82.2, "charge": 2, "lumo_ev": [-11.09, -11.76]}

# 3
{"formula": "C26H38N4O4", "method": "wB97M-V/def2-TZVPD", "symbols": ["C", "C", "C", "N", "C", "H", "H", "H", "H", "H", "C", "C", "C", "N", "C", "H", "H", "H", "H", "H", "C", "C", "C", "N", "C", "H", "H", "H", "H", "H", "C", "C", "C", "N", "C", "H", "H", "H", "H", "H", "O", "C", "C", "C", "C", "O", "H", "H", "H", "H", "H", "H", "C", "C", "C", "O", "H", "H", "H", "H", "H", "H", "C", "C", "C", "O", "H", "H", "H", "H", "H", "H"], "xyz": [[-0.199, 3.524, 8.398], [-0.871, 2.286, 8.317], [-0.952, 1.891, 7.004], [-0.367, 2.929, 6.309], [-0.152, 3.996, 7.145], [-0.165, 4.114, 9.303], [-1.132, 1.708, 9.191], [-1.441, 1.082, 6.482], [-0.400, 2.874, 5.301], [0.123, 4.915, 6.649], [-1.154, -4.520, -2.007], [-0.764, -4.675, -3.364], [0.432, -5.360, -3.348], [0.820, -5.574, -2.070], [-0.085, -5.093, -1.217], [-2.072, -4.094, -1.630], [-1.256, -4.315, -4.256], [1.096, -5.498, -4.189], [1.663, -6.062, -1.802], [0.009, -5.183, -0.144], [-3.867, -4.178, 3.289], [-4.295, -4.626, 4.499], [-3.240, -4.561, 5.396], [-2.160, -4.029, 4.727], [-2.549, -3.729, 3.438], [-4.510, -4.063, 2.428], [-5.310, -4.881, 4.766], [-3.154, -4.879, 6.424], [-1.322, -3.754, 5.219], [-1.907, -3.313, 2.676], [1.352, 3.336, -3.599], [1.946, 2.599, -4.670], [0.822, 2.314, -5.464], [-0.308, 2.813, -4.897], [-0.027, 3.476, -3.747], [1.893, 3.710, -2.743], [2.921, 2.187, -4.881], [0.654, 1.747, -6.367], [-1.193, 2.702, -5.371], [-0.809, 3.896, -3.132], [-1.081, 1.558, 1.381], [-0.082, 1.010, 0.911], [1.401, 1.318, 1.219], [2.056, 0.048, 0.821], [1.169, -0.337, -0.417], [-0.136, 0.120, -0.059], [1.528, 2.107, 0.478], [1.477, 1.454, 2.298], [3.128, 0.017, 0.630], [1.837, -0.744, 1.538], [1.664, 0.261, -1.182], [1.248, -1.423, -0.469], [-4.577, 0.358, -3.260], [-5.856, 0.112, -2.475], [-5.986, 0.711, -1.065], [-6.796, -0.502, -2.942], [-3.755, -0.250, -2.882], [-4.076, 1.322, -3.337], [-4.853, -0.056, -4.230], [-5.612, 1.735, -1.062], [-5.213, 0.146, -0.542], [-6.930, 0.569, -0.539], [7.207, 1.286, -3.772], [6.787, 2.383, -2.850], [7.309, 3.813, -3.070], [5.942, 2.034, -1.998], [6.868, 1.621, -4.753], [6.770, 0.375, -3.363], [8.280, 1.098, -3.727], [6.940, 4.431, -2.252], [6.894, 4.099, -4.037], [8.381, 3.618, -3.052]], "lowdin_charge": [-0.125, -0.130, -0.126, -0.008, -0.150, 0.095, 0.088, 0.105, 0.142, 0.109, -0.086, -0.117, -0.164, -0.017, -0.138, 0.079, 0.090, 0.104, 0.154, 0.099, -0.132, -0.144, -0.132, 0.000, -0.124, 0.095, 0.096, 0.102, 0.144, 0.096, -0.134, -0.080, -0.153, -0.020, -0.129, 0.081, 0.084, 0.103, 0.147, 0.106, 0.074, -0.485, -0.084, -0.172, -0.132, 0.042, 0.138, 0.127, 0.121, 0.114, 0.126, 0.125, -0.025, -0.481, -0.020, 0.055, 0.080, 0.076, 0.079, 0.077, 0.080, 0.081, -0.038, -0.477, -0.008, 0.013, 0.090, 0.084, 0.083, 0.083, 0.086, 0.083], "smiles": "c1cc[nH]c1.c1cc[nH]c1.c1cc[nH]c1.c1cc[nH]c1.O=C1CCCO1.CC(C)=O.CC(C)=O", "e_above_lowest_kcal_mol": 183.6, "charge": 0, "lumo_ev": 0.35}

# 4
{"formula": "C24H31Br2N3O2PZr", "method": "wB97M-V/def2-TZVPD", "symbols": ["Zr", "C", "C", "O", "N", "C", "C", "C", "C", "C", "C", "N", "H", "H", "H", "H", "H", "H", "H", "H", "H", "H", "C", "C", "C", "C", "C", "C", "Br", "C", "C", "Br", "C", "O", "C", "N", "H", "H", "H", "H", "H", "H", "C", "C", "P", "C", "C", "C", "C", "H", "H", "H", "H", "H", "H", "H", "H", "H", "H", "H", "H", "H", "H", "H"], "xyz": [[-0.055, -0.104, 0.040], [-3.330, -2.871, 1.334], [-2.062, -2.156, 1.635], [-1.460, -1.474, 0.723], [-1.509, -2.204, 2.817], [-0.234, -1.550, 3.133], [-0.341, -0.049, 3.263], [-0.497, 0.527, 4.503], [-0.593, 1.910, 4.614], [-0.522, 2.684, 3.470], [-0.346, 2.054, 2.257], [-0.256, 0.712, 2.141], [-3.720, -2.553, 0.373], [-4.068, -2.688, 2.116], [-3.132, -3.946, 1.302], [-1.988, -2.723, 3.543], [0.497, -1.842, 2.375], [0.123, -1.975, 4.068], [-0.527, -0.098, 5.386], [-0.707, 2.374, 5.586], [-0.581, 3.763, 3.509], [-0.237, 2.630, 1.347], [0.951, -3.519, -0.627], [2.086, -2.571, -0.402], [3.400, -3.046, -0.392], [4.454, -2.183, -0.240], [4.230, -0.795, -0.119], [5.250, 0.195, -0.020], [7.044, -0.303, 0.020], [4.922, 1.522, 0.038], [3.570, 1.929, -0.002], [3.156, 3.747, 0.048], [2.580, 0.994, -0.083], [1.232, 1.285, -0.157], [2.898, -0.369, -0.135], [1.828, -1.265, -0.234], [1.083, -4.030, -1.582], [-0.020, -3.026, -0.648], [0.935, -4.290, 0.145], [3.570, -4.107, -0.520], [5.471, -2.557, -0.235], [5.698, 2.272, 0.104], [-2.734, 3.811, -2.199], [-2.037, 2.994, -1.105], [-1.555, 1.332, -1.660], [-0.347, 1.536, -3.002], [0.449, 0.255, -3.257], [-3.037, 0.515, -2.307], [-2.855, -0.938, -2.750], [-2.947, 4.807, -1.815], [-3.683, 3.368, -2.497], [-2.108, 3.928, -3.083], [-2.675, 2.888, -0.225], [-1.115, 3.486, -0.781], [0.317, 2.346, -2.693], [-0.863, 1.866, -3.905], [0.789, -0.227, -2.321], [1.372, 0.459, -3.799], [-0.114, -0.492, -3.812], [-3.377, 1.126, -3.146], [-3.802, 0.603, -1.532], [-2.347, -1.008, -3.711], [-3.827, -1.415, -2.868], [-2.297, -1.540, -2.027]], "lowdin_charge": [1.751, 0.066, -0.405, -0.216, 0.153, -0.059, -0.224, 0.034, 0.033, 0.014, -0.081, -0.034, 0.099, 0.119, 0.125, 0.189, 0.120, 0.151, 0.141, 0.143, 0.138, 0.103, 0.005, -0.280, 0.029, 0.054, -0.162, -0.605, 0.933, -0.117, -0.594, 0.901, -0.339, -0.345, -0.148, -0.013, 0.116, 0.051, 0.110, 0.143, 0.109, 0.118, -0.105, -0.383, 0.884, -0.355, -0.117, -0.367, -0.123, 0.095, 0.079, 0.083, 0.089, 0.081, 0.097, 0.107, 0.016, 0.103, 0.079, 0.099, 0.099, 0.077, 0.092, 0.044], "charge": 3, "lumo_ev": -9.67}

# 5
{"formula": "C5H12FINO2PS", "method": "wB97M-V/def2-TZVPD", "symbols": ["C", "C", "I", "C", "N", "P", "C", "C", "S", "O", "O", "F", "H", "H", "H", "H", "H", "H", "H", "H", "H", "H", "H", "H"], "xyz": [[2.866, -0.998, 0.137], [1.550, -0.817, -0.606], [2.015, -0.565, -2.698], [0.890, 0.446, -0.090], [-0.412, 0.727, -0.736], [-1.836, 0.097, 0.080], [-1.704, 0.286, 1.904], [-2.089, -1.652, -0.368], [-0.597, 2.328, -1.099], [0.536, 2.789, -1.782], [-1.835, 2.554, -1.702], [-0.631, 2.965, 0.317], [2.739, -0.711, 1.178], [3.610, -0.323, -0.268], [3.241, -2.009, 0.044], [0.913, -1.683, -0.482], [0.845, 0.391, 0.997], [1.564, 1.266, -0.323], [-1.317, -0.619, 2.372], [-1.046, 1.105, 2.163], [-2.702, 0.430, 2.289], [-3.009, -1.933, 0.134], [-2.282, -1.738, -1.426], [-1.310, -2.336, -0.035]], "lowdin_charge": [-0.179, -0.756, 0.861, -0.366, -0.400, 0.886, -0.271, -0.277, 0.461, -0.244, -0.249, -0.134, 0.076, 0.054, 0.075, 0.061, 0.106, 0.101, 0.035, 0.027, 0.032, 0.036, 0.039, 0.026], "charge": 0, "lumo_ev": 0.46}

# 6
{"formula": "C44H39CaN6O5P2SSe2", "method": "wB97M-V/def2-TZVPD", "symbols": ["Ca", "O", "C", "O", "C", "C", "C", "C", "C", "N", "C", "O", "O", "H", "H", "H", "H", "H", "Se", "P", "C", "C", "C", "C", "C", "C", "C", "C", "C", "C", "C", "C", "C", "C", "N", "N", "N", "P", "Se", "C", "C", "C", "C", "C", "C", "C", "C", "C", "C", "C", "C", "H", "H", "H", "H", "H", "H", "H", "H", "H", "H", "H", "H", "H", "H", "H", "H", "H", "H", "H", "H", "C", "C", "C", "N", "C", "S", "N", "C", "O", "C", "C", "C", "C", "C", "C", "H", "H", "H", "H", "H", "H", "H", "H", "H", "H", "H", "H", "H", "H"], "xyz": [[1.898, -1.058, -1.576], [1.173, -5.075, -0.423], [1.715, -4.039, -0.950], [1.215, -3.292, -1.800], [3.093, -3.704, -0.418], [3.858, -4.501, 0.403], [5.058, -3.975, 0.864], [5.414, -2.670, 0.558], [4.559, -1.934, -0.236], [3.468, -2.473, -0.756], [4.694, -0.462, -0.617], [5.632, 0.265, -0.063], [3.957, 0.025, -1.461], [0.144, -5.089, -0.424], [3.525, -5.494, 0.672], [5.709, -4.578, 1.484], [6.333, -2.256, 0.951], [6.038, -0.179, 0.695], [0.292, 4.453, 1.537], [1.897, 3.299, 2.239], [1.915, 3.067, 4.030], [0.817, 3.455, 4.788], [0.858, 3.336, 6.174], [1.994, 2.836, 6.795], [3.093, 2.446, 6.036], [3.057, 2.562, 4.655], [3.505, 4.028, 1.825], [4.377, 3.469, 0.898], [5.553, 4.130, 0.555], [5.860, 5.348, 1.142], [4.990, 5.912, 2.071], [3.815, 5.260, 2.408], [1.983, 1.612, 1.584], [1.233, 0.867, 0.682], [1.831, -0.355, 0.589], [2.883, -0.345, 1.413], [2.987, 0.819, 2.009], [-0.225, 1.222, -0.338], [-0.787, -0.482, -1.545], [0.206, 2.560, -1.453], [-0.789, 3.151, -2.230], [-0.455, 4.149, -3.130], [0.872, 4.538, -3.280], [1.865, 3.918, -2.538], [1.534, 2.931, -1.620], [-1.569, 1.557, 0.814], [-1.705, 0.656, 1.868], [-2.723, 0.833, 2.796], [-3.604, 1.898, 2.666], [-3.472, 2.787, 1.607], [-2.452, 2.622, 0.682], [-0.058, 3.857, 4.289], [0.007, 3.645, 6.767], [2.029, 2.754, 7.875], [3.980, 2.060, 6.523], [3.909, 2.257, 4.061], [4.153, 2.513, 0.447], [6.226, 3.690, -0.172], [6.777, 5.862, 0.876], [5.227, 6.866, 2.526], [3.129, 5.709, 3.118], [-1.817, 2.819, -2.152], [-1.228, 4.621, -3.722], [1.130, 5.322, -3.983], [2.901, 4.213, -2.657], [2.316, 2.478, -1.023], [-1.028, -0.183, 1.964], [-2.823, 0.139, 3.621], [-4.393, 2.041, 3.396], [-4.153, 3.624, 1.511], [-2.329, 3.343, -0.114], [-6.338, -1.943, -1.465], [-5.969, -3.215, -0.698], [-4.541, -3.219, -0.176], [-3.591, -3.218, -1.292], [-2.416, -3.811, -1.316], [-1.759, -4.602, 0.022], [-1.727, -3.732, -2.516], [-2.209, -3.592, -3.824], [-1.477, -3.124, -4.666], [-3.589, -4.072, -4.139], [-4.143, -5.185, -3.516], [-5.418, -5.604, -3.864], [-6.140, -4.905, -4.826], [-5.580, -3.802, -5.459], [-4.298, -3.390, -5.122], [-7.405, -1.920, -1.691], [-5.817, -1.869, -2.427], [-6.100, -1.048, -0.881], [-6.113, -4.092, -1.338], [-6.632, -3.333, 0.160], [-4.344, -4.097, 0.431], [-4.351, -2.338, 0.441], [-3.860, -2.697, -2.113], [-0.726, -3.614, -2.421], [-3.574, -5.740, -2.775], [-5.848, -6.477, -3.387], [-7.142, -5.227, -5.087], [-6.135, -3.270, -6.222], [-3.834, -2.544, -5.615]], "lowdin_charge": [1.235, 0.112, -0.454, -0.081, -0.143, 0.054, 0.011, 0.034, -0.187, 0.033, -0.465, 0.182, -0.017, -0.010, 0.136, 0.128, 0.128, 0.131, 0.410, 0.549, -0.353, -0.102, -0.072, -0.076, -0.073, -0.087, -0.350, -0.089, -0.073, -0.075, -0.066, -0.084, -0.402, -0.434, -0.169, -0.049, 0.038, 0.631, 0.356, -0.404, -0.100, -0.055, -0.058, -0.055, -0.104, -0.397, -0.090, -0.065, -0.067, -0.066, -0.130, 0.058, 0.106, 0.107, 0.106, 0.098, 0.071, 0.105, 0.107, 0.110, 0.113, 0.106, 0.112, 0.112, 0.113, 0.080, 0.110, 0.109, 0.110, 0.112, 0.087, -0.093, -0.227, -0.191, 0.037, -0.810, 0.759, 0.099, -0.402, 0.108, -0.170, -0.036, -0.069, -0.065, -0.061, -0.016, 0.077, 0.062, 0.079, 0.101, 0.114, 0.084, 0.128, 0.130, 0.085, 0.121, 0.112, 0.110, 0.110, 0.124], "e_above_lowest_kcal_mol": 20.1, "charge": 1, "lumo_ev": -3.50}